a) A cluster of 2 separate species, C2H4N2O2S in total. Source: the OMol25 dataset; level of theory: the ωB97M-V functional and the def2-TZVPD basis.

As for the expectation value of S²: 2.009. As for the multiplicity: 3. The LUMO energy (alpha / beta) comes out at 0.7 / -1.8 eV. As for the net charge: 0.

Cartesian coordinates (Å):
C1 -1.54542 1.14881 0.14809
C2 1.94608 0.09415 0.03862
N1 -0.82885 1.88091 0.72486
N2 -0.33861 -1.09058 -0.17802
O1 -1.27413 -1.82287 -0.08773
O2 -2.40099 0.51228 -0.51350
S1 1.18665 -1.55280 0.03492
H1 1.35128 0.64432 0.84004
H2 1.56264 0.48121 -1.00472
H3 2.93575 0.05543 0.19517
H4 -2.59440 -0.35087 -0.19773

***

b) An isolated molecule of C2H4N2O2S. Source: the OMol25 dataset; level of theory: the ωB97M-V functional and the def2-TZVPD basis.

As for the expectation value of S²: 2.009. As for the multiplicity: 3. The LUMO energy (alpha / beta) comes out at 0.6 / -2.3 eV. As for the net charge: 0.

Cartesian coordinates (Å):
C1 -0.99916 0.22506 -0.35456
C2 0.65528 0.81375 -0.21568
N1 1.55499 -0.26851 -0.02360
N2 -1.18952 -0.77367 0.47298
O1 2.49605 -0.40746 -0.82232
O2 -0.25367 -1.42589 1.16945
S1 -1.89828 1.13964 -1.34121
H1 0.88919 1.62575 -1.05432
H2 0.37882 1.35542 0.80972
H3 -2.28452 -0.98423 0.56435
H4 0.65081 -1.29984 0.79520

***

Which one sits at the top of the stability order? a) does.

***

a) A cluster of 2 separate species, C2H9NS2 in total. Source: the OMol25 dataset; level of theory: the ωB97M-V functional and the def2-TZVPD basis.

The LUMO energy comes out at 0.4 eV. As for the net charge: 0.

Cartesian coordinates (Å):
C1 1.07046 1.28298 -0.63342
S1 -0.46769 2.03311 -0.11690
S2 -0.30562 1.87430 2.00053
H1 1.88772 1.99702 -0.62583
H2 0.95804 0.85998 -1.62962
H3 1.14065 0.49046 0.10655
H4 -1.19076 0.85921 2.01156
C2 -0.27670 -4.59015 -1.23454
N1 0.59149 -3.51658 -1.68934
H5 -1.25264 -4.64469 -1.73596
H6 -0.46207 -4.45784 -0.16906
H7 0.11057 -5.59707 -1.36604
H8 1.05184 -3.66568 -2.55567
H9 -0.01341 -2.71123 -1.81324

***

b) A cluster of 2 separate species, C2H9NS2 in total. Source: the OMol25 dataset; level of theory: the ωB97M-V functional and the def2-TZVPD basis.

The LUMO energy comes out at 0.4 eV. As for the net charge: 0.

Cartesian coordinates (Å):
C1 0.43751 1.29595 1.18703
N1 0.56986 0.08514 1.96560
C2 0.96039 0.28133 3.35240
H1 0.06438 1.03667 0.19675
H2 -0.27029 1.96043 1.68510
H3 1.37667 1.85751 1.07826
H4 1.17560 -0.57572 1.50293
H5 0.52464 -0.48989 3.98760
H6 0.59450 1.24386 3.70569
H7 2.04250 0.24849 3.51606
S1 -2.92473 -1.33993 -5.54591
S2 -0.99236 -1.44091 -6.17747
H8 -2.73720 -1.39493 -4.21346
H9 -0.82147 -2.76800 -6.24056

***

Which one sits at the top of the stability order? a) does.

***

a) An isolated molecule of C4H4S2. Source: the OMol25 dataset; level of theory: the ωB97M-V functional and the def2-TZVPD basis.

The LUMO energy comes out at -0.6 eV. As for the net charge: 0.

Cartesian coordinates (Å):
C1 0.46193 -2.20115 -0.46587
C2 0.29506 -1.01441 -0.44689
C3 0.01120 0.43686 -0.35150
S1 1.51258 1.39448 0.04803
C4 -1.15089 0.81770 0.48018
S2 -2.47580 1.51320 -0.07224
H1 0.63166 -3.20697 -0.50744
H2 -0.05490 0.87195 -1.39773
H3 1.74105 0.78689 1.18691
H4 -0.97189 0.60146 1.52655

***

b) A structure of composition C4H4S2. Source: the OMol25 dataset; level of theory: the ωB97M-V functional and the def2-TZVPD basis.

The LUMO energy (alpha / beta) comes out at -1.8 / -1.8 eV. As for the net charge: 0.

Cartesian coordinates (Å):
C1 -0.01481 0.09180 -0.23966
C2 0.17309 -1.23438 0.33472
C3 0.22422 0.63343 -1.36261
C4 -0.59944 0.64740 1.03445
S1 1.19858 -3.17723 -0.53361
S2 -0.50432 -1.01067 1.90673
H1 0.14313 1.62440 -1.56021
H2 0.80543 0.11191 -2.05574
H3 0.16157 1.23074 1.45071
H4 -1.58746 1.08260 1.02523

***

c) An isolated molecule of C4H4S2. Source: the OMol25 dataset; level of theory: the ωB97M-V functional and the def2-TZVPD basis.

The LUMO energy comes out at -2.0 eV. As for the net charge: 0.

Cartesian coordinates (Å):
S1 -0.60038 1.37218 2.54605
C1 -0.61394 -0.12408 1.81680
C2 -0.21352 -0.41806 0.41068
C3 0.37733 0.50554 -0.43575
C4 0.43349 -0.06407 -1.75202
S2 0.82154 0.81479 -3.03570
H1 -0.67496 -1.04677 2.47226
H2 -0.45786 -1.45326 0.22570
H3 0.79114 1.50491 -0.26222
H4 0.13717 -1.09116 -1.98579

***

Which one sits at the top of the stability order? c) does.

***

a) A structure of composition C4H13N3. Source: the OMol25 dataset; level of theory: the ωB97M-V functional and the def2-TZVPD basis.

The LUMO energy (alpha / beta) comes out at 0.9 / 0.9 eV. As for the net charge: 0.

Cartesian coordinates (Å):
C1 -0.59215 0.49132 -0.16497
C2 -1.19388 -0.60344 -1.89934
C3 1.73593 1.96568 1.24070
C4 -1.47566 -2.04174 -1.55057
N1 0.77239 0.89227 1.15999
N2 0.45884 -0.10562 -0.76300
N3 0.87369 -0.09048 2.17734
H1 0.61458 -1.00444 -0.30477
H2 1.85004 -0.33821 2.34811
H3 0.50135 0.27074 3.05801
H4 -0.87591 1.47795 -0.51345
H5 -1.24204 -0.01813 0.54448
H6 -0.64715 -0.44382 -2.82253
H7 -2.08662 0.02204 -1.90073
H8 1.57644 2.59124 2.13565
H9 2.77355 1.59726 1.27563
H10 1.63371 2.60679 0.36133
H11 -0.59325 -2.67138 -1.68096
H12 -1.81705 -2.14176 -0.51455
H13 -2.26678 -2.45625 -2.18636

***

b) A cluster of 2 separate species, C4H13N3 in total. Source: the OMol25 dataset; level of theory: the ωB97M-V functional and the def2-TZVPD basis.

The LUMO energy (alpha / beta) comes out at 0.9 / 1.0 eV. As for the net charge: 0.

Cartesian coordinates (Å):
C1 -1.48245 1.48688 -1.16522
C2 -1.83592 1.32794 1.40997
C3 3.14228 -1.23770 -1.47208
C4 -1.79572 0.60556 0.06632
N1 0.71656 -1.86381 1.01066
N2 2.50382 -1.36445 -0.24090
N3 1.21923 -1.17998 -0.17908
H1 -1.56335 2.56180 -0.76039
H2 -0.42447 1.47057 -1.31398
H3 -1.97231 1.15720 -2.12892
H4 -1.91691 0.56869 2.27775
H5 -2.78421 1.95892 1.64984
H6 -1.03397 1.98761 1.47793
H7 4.16785 -1.07443 -1.43394
H8 2.73400 -1.66192 -2.35523
H9 -1.00114 -0.18767 -0.15907
H10 -2.77284 0.14766 -0.00334
H11 1.25080 -1.72889 1.87596
H12 -0.23592 -1.54906 0.86314
H13 3.08467 -1.42490 0.58058

***

Which one sits at the top of the stability order? b) does.

***

a) A cluster of 2 separate species, C4H13N3 in total. Source: the OMol25 dataset; level of theory: the ωB97M-V functional and the def2-TZVPD basis.

The LUMO energy comes out at 1.1 eV. As for the net charge: 0.

Cartesian coordinates (Å):
C1 -1.32836 -1.89488 0.15977
N1 -0.29218 -0.97691 0.59752
N2 -0.22570 0.48401 0.05798
C2 -1.22446 1.27074 0.75726
C3 -0.34382 0.60141 -1.38608
H1 -2.30277 -1.51943 0.47410
H2 -1.15383 -2.86362 0.63294
H3 -1.34090 -2.07927 -0.92434
H4 0.61560 -1.36421 0.34161
H5 -1.04778 2.33368 0.58217
H6 -2.25245 1.02998 0.45735
H7 -1.11900 1.07355 1.82185
H8 -0.15323 1.63680 -1.67707
H9 -1.35042 0.35646 -1.74934
H10 0.40841 -0.03483 -1.85011
C4 2.30720 0.67377 0.41075
N3 2.61225 -0.45650 -0.09339
H11 2.99855 1.52835 0.43869
H12 1.58741 0.80552 1.22640
H13 3.60547 -0.60462 -0.27806

***

b) A cluster of 2 separate species, C4H13N3 in total. Source: the OMol25 dataset; level of theory: the ωB97M-V functional and the def2-TZVPD basis.

The LUMO energy comes out at 0.8 eV. As for the net charge: 0.

Cartesian coordinates (Å):
C1 2.08791 -0.00997 -0.28544
N1 2.27449 0.28519 -1.67724
C2 1.56956 -0.16846 -2.68077
N2 0.29336 -0.87603 -2.58934
H1 2.05166 0.95503 0.25450
H2 3.00213 -0.52539 0.07400
H3 1.20287 -0.60827 -0.04961
H4 1.87824 -0.00400 -3.73140
H5 -0.44024 -0.30870 -3.05370
H6 0.33199 -1.69617 -3.19778
C3 -2.03502 1.28146 1.23768
N3 -1.94110 -0.12933 1.57557
C4 -0.74843 -0.53211 2.33174
H7 -1.90531 1.88966 2.15677
H8 -1.27222 1.58427 0.48005
H9 -3.05213 1.49643 0.81850
H10 -1.96338 -0.66171 0.73387
H11 0.22480 -0.54510 1.76083
H12 -0.90654 -1.57633 2.64872
H13 -0.65263 0.14955 3.19304

***

Which one sits at the top of the stability order? b) does.

***

a) An isolated molecule of C4H13N3. Source: the OMol25 dataset; level of theory: the ωB97M-V functional and the def2-TZVPD basis.

The LUMO energy comes out at 0.9 eV. As for the net charge: 0.

Cartesian coordinates (Å):
N1 -2.34282 -0.23899 0.76904
C1 -1.19726 -0.43320 1.78956
C2 0.02169 -0.97598 1.14435
N2 0.83874 0.24294 1.06981
C3 1.27090 0.60047 -0.25992
C4 0.32264 0.74358 -1.59460
N3 1.08647 0.39203 -2.83323
H1 -2.49586 -1.00347 0.09354
H2 -3.17340 -0.25077 1.43493
H3 -1.51085 -1.12469 2.59654
H4 -0.97301 0.65652 2.30118
H5 0.63741 -1.67857 1.81458
H6 -0.29641 -1.44312 0.19260
H7 1.71767 0.08159 1.63681
H8 1.83206 -0.40971 -0.73169
H9 2.06189 1.29171 -0.28114
H10 -0.42335 1.58435 -1.55275
H11 -0.24443 -0.20296 -1.38351
H12 1.18460 -0.65082 -2.86796
H13 2.09917 0.76887 -2.76874

***

b) An isolated molecule of C4H13N3. Source: the OMol25 dataset; level of theory: the ωB97M-V functional and the def2-TZVPD basis.

The LUMO energy comes out at 1.2 eV. As for the net charge: 0.

Cartesian coordinates (Å):
C1 1.48484 -0.13674 0.64331
C2 0.29024 0.74393 1.19446
N1 0.89871 1.96616 1.57391
C3 -0.83965 0.81629 0.18583
N2 -1.40195 -0.40434 -0.36358
C4 -0.74692 -0.81647 -1.62969
N3 -0.07436 -2.09786 -1.57762
H1 2.37348 0.19079 1.14846
H2 1.34730 -1.20062 0.95250
H3 1.52500 -0.01957 -0.43353
H4 -0.09358 0.10255 2.05250
H5 0.50073 2.88678 1.57074
H6 1.83102 1.97625 1.93835
H7 -1.64901 1.43694 0.72184
H8 -0.81455 1.57566 -0.62450
H9 -1.38920 -1.20103 0.26271
H10 -0.06824 -0.13467 -2.16876
H11 -1.65210 -1.00411 -2.25734
H12 0.33398 -2.39412 -2.44750
H13 0.46818 -2.34209 -0.76942

***

Which one sits at the top of the stability order? b) does.